# C5H6N2S

An isolated molecule of C5H6N2S at a distorted geometry (ωB97M-V/def2-TZVPD, OMol25).

Atoms and positions in Å:
1 C -3.28 -0.83 -0.65
2 C -2.43 -0.28 0.00
3 C -1.26 0.32 0.67
4 C -0.11 -0.73 0.70
5 N 0.90 -0.03 -0.15
6 S 2.56 -0.42 -0.11
7 C 0.45 1.30 -0.36
8 N -0.76 1.54 0.01
9 H -4.03 -1.34 -1.23
10 H -1.59 0.62 1.70
11 H 0.30 -0.80 1.75
12 H -0.32 -1.71 0.29
13 H 2.36 -1.40 -1.00
14 H 1.11 2.04 -0.85

Output
ΔE to the lowest compared entry with this formula, charge and spin	324.0	kJ/mol
structure (SMILES)	C#C[C@H]1CN(S)C=N1
frontier orbital gap	9.53	eV
multiplicity	1
electronic energy	-701.715550	a.u.


# C5H6N2S

An isolated molecule of C5H6N2S at a distorted geometry (ωB97M-V/def2-TZVPD, OMol25).

Atoms and positions in Å:
1 C -1.82 0.25 -0.39
2 C -0.37 -1.69 0.34
3 C 0.77 -1.77 -0.37
4 C -1.11 -0.50 0.53
5 C 0.62 1.04 -0.49
6 N -2.53 0.80 -1.10
7 N 1.34 2.00 0.20
8 S 1.64 -0.34 -0.82
9 H -0.84 -2.48 0.88
10 H 1.24 -2.63 -0.55
11 H -1.60 -0.22 1.58
12 H -0.07 1.28 -1.37
13 H 0.76 2.71 0.67
14 H 1.97 1.55 0.89

Output
ΔE to the lowest compared entry with this formula, charge and spin	88.8	kJ/mol
frontier orbital gap (spin up / spin down)	7.19 / 7.13	eV
multiplicity	3
electronic energy	-701.634073	a.u.
⟨S²⟩	2.034


# C5H6N3O

The ion C5H6N3O with charge +1 at a distorted geometry (ωB97M-V/def2-TZVPD, OMol25).

Atoms and positions in Å:
1 C -1.57 -0.17 0.01
2 C -0.66 0.86 0.02
3 C 2.33 -0.85 0.02
4 C -1.14 2.27 0.01
5 C 3.52 -1.31 -0.02
6 N -2.70 -2.24 -0.01
7 N 0.64 0.75 0.04
8 N -2.20 -1.16 0.00
9 O 1.15 -0.57 0.04
10 H -1.85 2.41 0.82
11 H -0.30 2.95 0.12
12 H -1.65 2.48 -0.93
13 H 4.12 -1.52 0.85
14 H 4.01 -1.53 -0.96
15 H -3.71 -2.35 -0.01

Output
ΔE to the lowest compared entry with this formula, charge and spin	600.4	kJ/mol
net charge	+1
frontier orbital gap (spin up / spin down)	7.87 / 7.87	eV
multiplicity	1
electronic energy	-433.114314	a.u.


Copy entry 3 word for word.
# C5H6N3O

The ion C5H6N3O with charge +1 at a distorted geometry (ωB97M-V/def2-TZVPD, OMol25).

Atoms and positions in Å:
1 C -1.57 -0.17 0.01
2 C -0.66 0.86 0.02
3 C 2.33 -0.85 0.02
4 C -1.14 2.27 0.01
5 C 3.52 -1.31 -0.02
6 N -2.70 -2.24 -0.01
7 N 0.64 0.75 0.04
8 N -2.20 -1.16 0.00
9 O 1.15 -0.57 0.04
10 H -1.85 2.41 0.82
11 H -0.30 2.95 0.12
12 H -1.65 2.48 -0.93
13 H 4.12 -1.52 0.85
14 H 4.01 -1.53 -0.96
15 H -3.71 -2.35 -0.01

Output
ΔE to the lowest compared entry with this formula, charge and spin	600.4	kJ/mol
net charge	+1
frontier orbital gap (spin up / spin down)	7.87 / 7.87	eV
multiplicity	1
electronic energy	-433.114314	a.u.


- Which of these has the lowest electronic energy?
  number 1


Please write out number 3 again, unchanged.
# C5H6N3O

The ion C5H6N3O with charge +1 at a distorted geometry (ωB97M-V/def2-TZVPD, OMol25).

Atoms and positions in Å:
1 C -1.57 -0.17 0.01
2 C -0.66 0.86 0.02
3 C 2.33 -0.85 0.02
4 C -1.14 2.27 0.01
5 C 3.52 -1.31 -0.02
6 N -2.70 -2.24 -0.01
7 N 0.64 0.75 0.04
8 N -2.20 -1.16 0.00
9 O 1.15 -0.57 0.04
10 H -1.85 2.41 0.82
11 H -0.30 2.95 0.12
12 H -1.65 2.48 -0.93
13 H 4.12 -1.52 0.85
14 H 4.01 -1.53 -0.96
15 H -3.71 -2.35 -0.01

Output
ΔE to the lowest compared entry with this formula, charge and spin	600.4	kJ/mol
net charge	+1
frontier orbital gap (spin up / spin down)	7.87 / 7.87	eV
multiplicity	1
electronic energy	-433.114314	a.u.


- Which value of ΔE to the lowest compared entry with this formula, charge and spin does entry 2 give?
  88.8 kJ/mol